C2H2F7N3 in the gas phase in a non-equilibrium geometry, computed with ωB97M-V/def2-TZVPD.

The geometry in XYZ format:
```
14
Properties=species:S:1:pos:R:3:forces:R:3:mulliken_charge:R:1
C -1.04427 -1.41187 0.29707 -2.51 -1.70 -0.10 0.835
C 1.57692 0.89700 0.36955 2.36 1.34 2.45 0.890
N -1.32043 0.81426 -0.44796 1.21 -1.98 1.00 -0.602
N -0.39719 -0.15422 0.22131 -1.73 0.99 -0.33 0.126
N 0.92806 -0.27945 -0.03750 -1.48 0.48 -1.86 0.069
F -2.04857 -1.46892 1.21481 1.12 0.79 -0.13 -0.274
F -1.71296 -1.76463 -0.85360 0.94 0.58 0.12 -0.293
F -0.20506 -2.39006 0.56091 0.37 0.14 0.15 -0.232
F 2.82390 0.89486 -0.13147 -0.96 0.02 0.70 -0.230
F 1.09213 2.15826 0.16511 -0.08 -1.54 -0.30 -0.253
F 1.57033 0.72273 1.74279 0.55 0.76 -1.40 -0.268
F 1.14968 -0.36888 -1.46774 -0.20 0.03 0.19 -0.297
H -1.14440 1.78614 -0.21273 0.45 -0.48 -0.02 0.272
H -1.26815 0.56477 -1.42055 -0.05 0.56 -0.46 0.257
```
Positions in Å, forces in eV/Å.

Summary:
- E_LUMO (eV) = 0.57
- relative energy (zero: lowest compared OMol25 entry of this formula, charge and spin) (kcal per mole) = 0.0
- highest occupied orbital energy (eV) = -11.547
- strongest force on any atom (eV/Å) = 3.65
- Kohn-Sham gap (eV) = 12.120
- SMILES = NN(N(F)C(F)(F)F)C(F)(F)F
- total charge = 0